Entry 1:
# CH3ClO2

A 2-piece molecular cluster, CH3ClO2 overall at a distorted geometry (ωB97M-V/def2-TZVPD, the Open Molecules 2025 dataset).

Last column: natural (NBO) charge in e.
Geometry (Å):
1 C -0.30206 -1.06425 0.26545  0.062
2 O 0.39407 -1.96652 -0.28014  -0.399
3 O 1.68062 -0.00447 -0.04557  -0.681
4 Cl 3.09897 0.59858 0.03973  0.461
5 H -0.40591 -0.93134 1.40108  0.168
6 H -0.78992 -0.21189 -0.20986  0.179
7 H 3.16635 1.57595 -0.86813  0.210

Properties
E_HOMO (spin up / spin down) = -0.18790 / -0.30704 hartree
max |F| = 5.7 eV Å⁻¹
LUMO level (spin up / spin down) = 0.1 / -3.2 eV
energy above the lowest of the compared OMol25 structures with the same formula, charge and spin = 322.5 kJ/mol
orbital gap (spin up / spin down) = 5.1711 / 5.2035 eV
2S+1 = 3
expectation value of S² = 2.02

=====

Entry 2:
# C5H12N2O

C5H12N2O as an isolated structure at a distorted geometry (ωB97M-V/def2-TZVPD, the Open Molecules 2025 dataset).

Last column: natural (NBO) charge in e.
Geometry (Å):
1 C 0.00700 1.56258 0.40618  -0.408
2 C 1.08216 0.58827 -1.53683  -0.411
3 N 0.33057 0.31657 -0.30423  -0.413
4 C 0.86552 -0.85021 0.43764  -0.066
5 C 0.85737 -0.89492 1.80735  -0.470
6 H 1.72141 -1.29247 -0.06254  0.221
7 H -0.62516 2.15542 -0.25504  0.218
8 H -0.53794 1.34146 1.31650  0.216
9 H 1.25648 -0.34623 -2.06458  0.219
10 H 0.48967 1.23239 -2.18404  0.231
11 H 2.03431 1.06353 -1.29068  0.190
12 H 0.91347 2.11252 0.66258  0.193
13 H 0.13643 -0.37344 2.41799  0.195
14 H 1.39489 -1.68450 2.30721  0.213
15 N -2.06227 -0.63086 0.29750  -0.906
16 C -1.23358 -0.65139 -0.80998  0.639
17 O -1.59481 -0.38219 -1.93407  -0.679
18 H -3.04716 -0.57049 0.08700  0.407
19 H -1.70960 -1.09050 1.12783  0.392
20 H -0.27876 -1.60552 -0.42579  0.019

Properties
E_HOMO = -0.28903 hartree
max |F| = 3.8 eV Å⁻¹
LUMO level = 0.8 eV
energy above the lowest of the compared OMol25 structures with the same formula, charge and spin = 446.9 kJ/mol
orbital gap = 8.6303 eV
2S+1 = 1

=====

Entry 3:
# C34H35F4N4NiO2SSi

C34H35F4N4NiO2SSi as an isolated structure (ωB97M-V/def2-TZVPD, the Open Molecules 2025 dataset).

Last column: Löwdin charge in e.
Geometry (Å):
1 Ni -1.33832 0.62716 -0.06158  0.334
2 C 5.86440 0.58071 -0.56552  -0.052
3 C 5.50598 1.01172 0.82899  -0.221
4 C 6.49111 1.30139 1.76667  -0.074
5 C 6.17289 1.69431 3.05864  -0.120
6 C 4.84008 1.82611 3.41401  -0.092
7 C 3.83304 1.56313 2.49550  -0.017
8 C 4.16170 1.12781 1.20981  -0.201
9 N 3.17786 0.85243 0.25699  0.147
10 C 1.86120 0.40987 0.46755  -0.366
11 N 1.73349 -0.29718 1.62799  0.145
12 C 0.58579 -0.70330 2.36434  -0.178
13 C -0.59723 0.03329 2.34107  -0.326
14 C -1.71219 -0.51626 2.99474  -0.051
15 C -1.60728 -1.67743 3.73584  -0.106
16 C -0.39615 -2.35993 3.80299  -0.088
17 C 0.70216 -1.89023 3.09577  -0.247
18 C 1.99028 -2.66948 3.07818  -0.060
19 N 0.93633 0.62363 -0.38377  0.133
20 C 1.22822 1.48511 -1.46814  -0.255
21 C 1.35567 2.85105 -1.25044  -0.029
22 C 1.62813 3.70177 -2.31166  -0.098
23 C 1.76575 3.18838 -3.59373  -0.109
24 C 1.61557 1.82343 -3.80534  -0.054
25 C 1.34419 0.95086 -2.75677  -0.223
26 C 1.13498 -0.51674 -2.98356  -0.037
27 H 6.94511 0.48570 -0.67169  0.068
28 H 5.52214 1.29542 -1.31992  0.082
29 H 5.40345 -0.37839 -0.81388  0.083
30 H 7.53036 1.20545 1.46964  0.098
31 H 6.95892 1.90400 3.77350  0.087
32 H 4.56668 2.15895 4.40774  0.099
33 H 2.79108 1.72013 2.75342  0.068
34 H 3.36976 1.10241 -0.69959  0.126
35 H 2.60428 -0.65410 1.97868  0.110
36 H -2.65738 0.00011 2.88784  0.111
37 H -2.48206 -2.07269 4.23932  0.092
38 H -0.30908 -3.28271 4.36600  0.091
39 H 1.90345 -3.56294 3.69710  0.068
40 H 2.83675 -2.09010 3.46539  0.074
41 H 2.24852 -2.98853 2.06327  0.080
42 H 1.19246 3.22706 -0.24436  0.087
43 H 1.69647 4.76838 -2.13591  0.095
44 H 1.94082 3.85008 -4.43294  0.088
45 H 1.66880 1.42178 -4.81093  0.103
46 H 1.19923 -0.75224 -4.04698  0.075
47 H 0.14503 -0.80515 -2.62882  0.060
48 H 1.87246 -1.11729 -2.44265  0.075
49 C -3.15223 -3.77362 0.60000  -0.179
50 Si -2.36391 -2.44006 -0.48188  0.368
51 C -2.65222 -2.95866 -2.27183  -0.177
52 C -0.51704 -2.64832 -0.23657  -0.156
53 N -2.89441 -0.86625 -0.10666  -0.067
54 C -4.18564 -0.50374 -0.24768  -0.311
55 C -5.24590 -1.32297 -0.73189  -0.066
56 C -6.56328 -0.90214 -0.86318  -0.146
57 C -6.94044 0.38664 -0.51404  -0.157
58 C -5.94073 1.22841 -0.02274  -0.058
59 C -4.64668 0.78964 0.10985  -0.233
60 F -3.76703 1.68056 0.63255  0.023
61 H -2.70062 -4.75263 0.40238  0.017
62 H -4.22973 -3.85614 0.44273  0.008
63 H -2.97867 -3.52352 1.65162  0.011
64 H -2.15974 -3.92128 -2.45171  0.014
65 H -2.21181 -2.21162 -2.93958  0.027
66 H -3.70491 -3.05611 -2.54686  0.009
67 H -0.12764 -3.39878 -0.93261  0.025
68 H -0.29822 -2.97421 0.78453  0.019
69 H 0.01003 -1.71020 -0.40917  -0.005
70 H -5.00980 -2.33827 -1.02466  0.058
71 H -7.29961 -1.59774 -1.25342  0.081
72 H -7.95851 0.73673 -0.62854  0.071
73 H -6.14832 2.25182 0.26841  0.103
74 F -1.89383 3.31300 -1.34431  0.134
75 C -2.23441 3.02029 -2.60049  -0.544
76 F -1.60698 3.92936 -3.38308  0.107
77 F -3.56052 3.26579 -2.70694  0.120
78 C -1.92321 1.58336 -3.06448  -0.592
79 O -2.04344 1.41684 -4.28259  0.016
80 O -1.62008 0.76377 -2.17443  -0.029
81 S 0.07067 2.59051 2.42250  0.515
82 C -0.72602 1.34260 1.69194  -0.679

Properties
E_HOMO (spin up / spin down) = -0.02937 / -0.02285 hartree
max |F| = 0.8 eV Å⁻¹
LUMO level (spin up / spin down) = 4.0 / 4.0 eV
energy above the lowest of the compared OMol25 structures with the same formula, charge and spin = 0.0 kJ/mol
orbital gap (spin up / spin down) = 4.7940 / 4.6167 eV
2S+1 = 2
net charge = -2
expectation value of S² = 0.76

=====

Entry 4:
# C6H10N2OS2

One molecule with the formula C6H10N2OS2 at a distorted geometry (ωB97M-V/def2-TZVPD, the Open Molecules 2025 dataset).

Last column: natural (NBO) charge in e.
Geometry (Å):
1 C -1.34579 -0.46446 -2.50389  0.084
2 C -1.05366 -1.31281 -1.45376  -0.502
3 C -1.72197 0.98882 -2.40137  -0.647
4 C 0.65639 0.76827 0.56798  -0.642
5 C 1.28072 -1.61595 0.99759  -0.653
6 C 0.22636 -0.59466 1.07502  -0.414
7 N -1.30347 -1.11070 -3.65839  -0.201
8 N -1.07708 -2.34110 -3.60700  -0.338
9 O -1.63465 -2.40439 0.90399  -0.969
10 S -0.83100 -2.89402 -2.05458  0.665
11 S -1.44888 -1.04028 0.40921  1.309
12 H -2.02279 1.27728 -3.41998  0.244
13 H -2.50611 1.17743 -1.69120  0.232
14 H -0.71897 1.47329 -2.18166  0.229
15 H -0.13114 1.56647 0.68565  0.222
16 H 1.57571 1.23056 1.04596  0.234
17 H 0.96787 0.64017 -0.51617  0.213
18 H 2.05403 -1.37149 0.22493  0.219
19 H 0.68913 -2.56324 0.85940  0.250
20 H 1.95740 -1.71137 1.95897  0.231
21 H -0.07913 -0.51197 2.19370  0.232

Properties
E_HOMO = -0.35134 hartree
max |F| = 3.5 eV Å⁻¹
LUMO level = 0.1 eV
energy above the lowest of the compared OMol25 structures with the same formula, charge and spin = 152.9 kJ/mol
orbital gap = 9.6171 eV
2S+1 = 1

=====

Entry 5:
# C42H105FeO28P7

C42H105FeO28P7 as an isolated structure at a distorted geometry (ωB97M-V/def2-TZVPD, the Open Molecules 2025 dataset).

Last column: Löwdin charge in e.
Geometry (Å):
1 Fe 0.01159 0.08371 -0.05450  0.807
2 C 1.34558 0.33172 -6.48853  -0.045
3 C 0.29674 1.10307 -5.67545  -0.268
4 O 0.14312 0.56063 -4.34461  -0.171
5 P -0.87354 1.36287 -3.36264  0.649
6 O -0.71960 0.90526 -1.89218  -0.281
7 O -2.36765 1.04259 -3.97464  -0.181
8 C -3.02190 -0.18458 -3.77793  -0.309
9 C -4.46252 -0.03427 -3.92640  -0.054
10 O -0.60260 2.95548 -3.63148  -0.195
11 C -1.64646 3.83054 -3.97493  -0.267
12 C -2.79741 3.79541 -2.98897  -0.066
13 H 1.02054 -0.70058 -6.61814  0.069
14 H 1.57602 0.76340 -7.46252  0.091
15 H 2.26368 0.39876 -5.90483  0.065
16 H 0.57218 2.15698 -5.63678  0.109
17 H -0.59264 1.18583 -6.30016  0.122
18 H -2.61742 -0.89379 -4.50009  0.114
19 H -2.80451 -0.55667 -2.77673  0.097
20 H -4.78552 0.63830 -3.13178  0.064
21 H -4.78009 0.42042 -4.86475  0.098
22 H -5.01071 -0.96747 -3.79713  0.090
23 H -1.15357 4.80021 -3.90491  0.110
24 H -1.96472 3.84965 -5.01726  0.132
25 H -2.50730 3.41471 -2.00968  0.061
26 H -3.19706 4.76669 -2.69743  0.089
27 H -3.62214 3.13477 -3.25631  0.070
28 C 5.54706 3.62323 1.80896  -0.041
29 C 4.42960 3.86963 0.73460  -0.282
30 O 3.64505 2.72926 0.64420  -0.191
31 P 1.97583 2.80033 0.67238  0.628
32 O 1.28495 1.74191 -0.14965  -0.278
33 O 1.58332 2.77039 2.23884  -0.182
34 C 2.11972 3.77560 3.16564  -0.214
35 C 1.42692 3.73224 4.57319  -0.027
36 O 1.64301 4.34842 0.23697  -0.200
37 C 2.08483 4.75449 -1.04198  -0.262
38 C 0.82846 5.16380 -1.83719  -0.053
39 H 5.25700 3.42560 2.84091  0.065
40 H 6.32985 2.93762 1.48450  0.066
41 H 6.17946 4.50766 1.88620  0.079
42 H 3.89142 4.76035 1.05874  0.109
43 H 4.91029 4.10148 -0.21581  0.110
44 H 3.14380 3.55303 3.46536  0.095
45 H 2.05723 4.75666 2.69477  0.113
46 H 1.85401 4.51502 5.20004  0.091
47 H 0.35134 3.90599 4.54067  0.052
48 H 1.63589 2.71900 4.91637  0.068
49 H 2.84293 5.53760 -1.03204  0.130
50 H 2.46901 3.92538 -1.63619  0.096
51 H 0.27389 6.03299 -1.48357  0.084
52 H 1.03467 5.38500 -2.88440  0.085
53 H 0.15196 4.30972 -1.80575  0.056
54 C -0.16884 0.49270 6.15862  -0.036
55 C -0.61364 0.19629 4.70581  -0.283
56 O -0.13258 -0.99906 4.16830  -0.165
57 P 1.10612 -1.04299 3.14211  0.608
58 O 1.02296 -0.28177 1.84166  -0.268
59 O 2.42167 -0.58892 4.00732  -0.189
60 C 3.58784 -0.00234 3.33122  -0.199
61 C 4.85888 -0.91656 3.44408  -0.057
62 O 1.35661 -2.69258 2.94572  -0.205
63 C 1.91540 -3.48412 4.08389  -0.215
64 C 1.97390 -4.93635 3.61908  -0.058
65 H -0.61003 1.45413 6.42152  0.075
66 H -0.49646 -0.30879 6.82071  0.078
67 H 0.91057 0.48436 6.31003  0.071
68 H -1.70220 0.23212 4.66271  0.088
69 H -0.23939 0.96512 4.02984  0.097
70 H 3.45157 0.31059 2.29604  0.083
71 H 3.81784 0.91180 3.87852  0.107
72 H 4.95152 -1.52758 4.34195  0.075
73 H 5.05312 -1.62540 2.63916  0.066
74 H 5.78563 -0.34350 3.41513  0.070
75 H 2.93794 -3.13748 4.23342  0.097
76 H 1.32867 -3.27869 4.97923  0.118
77 H 0.95134 -5.29700 3.50766  0.034
78 H 2.46733 -5.07602 2.65726  0.083
79 H 2.32597 -5.66309 4.35120  0.090
80 C -3.80488 -1.69951 5.01929  -0.039
81 C -4.17467 -0.81454 3.78505  -0.232
82 O -3.03466 -0.62949 2.95370  -0.194
83 P -2.78184 -1.61010 1.72533  0.525
84 O -1.51922 -1.35258 1.02127  -0.228
85 O -4.09303 -1.41047 0.85300  -0.167
86 C -4.19852 -2.17964 -0.30605  -0.288
87 C -5.58667 -2.83804 -0.51668  -0.019
88 O -2.97297 -3.14490 2.37962  -0.194
89 C -2.09572 -4.29179 2.24300  -0.235
90 C -1.62033 -4.78782 3.61542  -0.053
91 H -4.68329 -2.19662 5.43085  0.086
92 H -3.24993 -2.55471 4.63357  0.049
93 H -3.14013 -1.26423 5.76544  0.070
94 H -5.04403 -1.35416 3.40937  0.118
95 H -4.59149 0.16397 4.02355  0.115
96 H -3.81985 -1.56232 -1.12069  0.100
97 H -3.55300 -3.05783 -0.31993  0.095
98 H -5.59994 -3.50161 -1.38133  0.072
99 H -5.80317 -3.40916 0.38612  0.086
100 H -6.30226 -2.02214 -0.61837  0.069
101 H -2.59432 -5.05483 1.64529  0.117
102 H -1.20826 -3.93590 1.71968  0.094
103 H -1.02979 -5.69743 3.50611  0.066
104 H -0.92752 -4.07071 4.05574  0.063
105 H -2.47530 -4.96612 4.26760  0.085
106 C 4.81633 2.91018 -3.05807  -0.053
107 C 4.15508 1.55595 -3.05355  -0.300
108 O 3.59315 1.31229 -1.80673  -0.196
109 P 3.39596 -0.23036 -1.28261  0.638
110 O 1.96698 -0.66463 -1.00009  -0.268
111 O 4.30652 -0.30114 0.02289  -0.165
112 C 5.61251 0.21734 -0.04937  -0.271
113 C 6.62849 -0.80986 -0.55879  -0.052
114 O 4.20441 -1.20860 -2.37913  -0.191
115 C 3.47678 -2.15272 -3.09321  -0.295
116 C 4.33783 -3.34085 -3.51777  -0.040
117 H 5.46096 3.02163 -2.18622  0.074
118 H 5.46336 2.97754 -3.93267  0.090
119 H 4.09825 3.70481 -3.26060  0.075
120 H 3.42363 1.62474 -3.85876  0.117
121 H 4.88617 0.78427 -3.29462  0.120
122 H 5.63019 1.11937 -0.66102  0.105
123 H 5.94275 0.44169 0.96488  0.108
124 H 6.58904 -1.09895 -1.60902  0.068
125 H 7.62693 -0.40679 -0.38928  0.085
126 H 6.53617 -1.74271 -0.00258  0.084
127 H 2.61513 -2.43071 -2.48626  0.091
128 H 3.01447 -1.69019 -3.96524  0.109
129 H 4.86085 -3.97794 -2.80456  0.083
130 H 3.84111 -3.97258 -4.25417  0.067
131 H 5.15889 -2.98307 -4.13902  0.078
132 C -0.03903 -6.59987 0.17419  -0.039
133 C -0.56476 -5.68037 -0.96659  -0.261
134 O -0.37531 -4.29099 -0.71275  -0.172
135 P -0.55548 -3.12545 -1.87758  0.605
136 O -0.39189 -1.73349 -1.39941  -0.253
137 O 0.38342 -3.52826 -3.16644  -0.155
138 C 0.32417 -2.84214 -4.33138  -0.365
139 C 0.62052 -3.77297 -5.45374  -0.044
140 O -2.11820 -3.32973 -2.31256  -0.204
141 C -2.64153 -4.50932 -2.96938  -0.257
142 C -3.57458 -4.19180 -4.15484  -0.040
143 H 0.09073 -7.63428 -0.14405  0.084
144 H 0.89509 -6.26977 0.62867  0.077
145 H -0.80853 -6.66757 0.94320  0.057
146 H 0.04276 -6.03108 -1.80088  0.116
147 H -1.61614 -5.85632 -1.19404  0.096
148 H -0.64213 -2.36852 -4.50476  0.106
149 H 0.95004 -1.95524 -4.43031  0.091
150 H 1.63274 -4.15380 -5.31784  0.076
151 H 0.01251 -4.67741 -5.43346  0.082
152 H 0.42879 -3.33711 -6.43424  0.088
153 H -1.85784 -5.18882 -3.30437  0.107
154 H -3.20466 -5.11011 -2.25522  0.110
155 H -3.14639 -3.36528 -4.72196  0.065
156 H -3.70329 -5.05730 -4.80480  0.088
157 H -4.55162 -3.84152 -3.82199  0.066
158 C -2.61086 4.19065 4.87177  -0.042
159 C -3.31413 2.99752 4.17531  -0.222
160 O -2.36864 2.32310 3.32528  -0.216
161 P -2.43430 2.28214 1.68055  0.513
162 O -1.37378 1.52597 0.96679  -0.229
163 O -3.93654 1.76720 1.27583  -0.182
164 C -4.33927 1.54578 -0.08872  -0.255
165 C -5.82238 1.14634 -0.20069  -0.039
166 O -2.64108 3.77839 1.30892  -0.160
167 C -1.48867 4.68258 1.22230  -0.223
168 C -2.09277 6.08804 1.11720  -0.059
169 H -3.31750 4.69880 5.52793  0.087
170 H -1.82127 3.76974 5.49426  0.060
171 H -2.12803 4.89484 4.19421  0.065
172 H -3.42554 2.23074 4.94194  0.111
173 H -4.25896 3.19365 3.66843  0.125
174 H -4.21189 2.36966 -0.79093  0.102
175 H -3.65763 0.78984 -0.47862  0.094
176 H -6.07745 0.30658 0.44572  0.068
177 H -6.41614 2.00395 0.11563  0.086
178 H -5.99918 0.83378 -1.22983  0.067
179 H -0.75346 4.73321 2.02541  0.110
180 H -0.97960 4.58858 0.26307  0.088
181 H -2.95984 6.18198 1.77100  0.081
182 H -1.33139 6.80349 1.42791  0.085
183 H -2.48197 6.28568 0.11843  0.075

Properties
E_HOMO (spin up / spin down) = -0.52598 / -0.45065 hartree
max |F| = 4.9 eV Å⁻¹
LUMO level (spin up / spin down) = -3.0 / -3.0 eV
orbital gap (spin up / spin down) = 11.3051 / 9.2544 eV
2S+1 = 5
net charge = +2
expectation value of S² = 6.01

=====

Number 1: total energy -650.20860 a.u.. Number 2: total energy -382.33231 a.u.. Number 3: total energy -4281.71391 a.u.. Number 4: total energy -1215.65593 a.u.. Number 5: total energy -7423.49503 a.u..